[1]
Molecular formula: C35H66F2IN8O13P2S2
Method: DFT, ωB97M-V/def2-TZVPD

```
129
Properties=species:S:1:pos:R:3:mulliken_charge:R:1
O 0.73753 1.41960 -1.93008 -0.5740
P 0.65813 -0.02475 -2.02093 0.2360
O 0.87288 -0.52610 -3.52162 -0.6474
O 1.75370 -0.77905 -1.15994 -0.5862
N -0.95932 -0.50887 -1.58704 0.3774
C -1.64819 -1.18170 -2.61448 -1.8676
N -2.05828 -0.53349 -3.68715 1.2080
C -1.78751 0.93951 -3.80202 -0.8921
C -2.90159 1.78407 -4.44729 -0.9491
C -2.39682 2.42101 -5.72669 -1.0768
I -3.79797 3.79701 -6.53535 -0.0094
P -2.90796 -1.30699 -4.97664 0.5607
O -2.67158 -0.63982 -6.23797 -0.6372
O -2.46798 -2.82907 -4.98063 -0.3971
O -4.42326 -1.28993 -4.50630 -0.5063
N -1.83652 -2.44674 -2.28381 0.7124
C -1.42960 -2.75918 -0.85657 1.4186
C -0.09939 -3.53559 -0.89623 0.5983
C 0.54267 -3.77515 -2.27218 -1.1897
C -0.07687 -4.89781 -3.08119 -0.6415
F 0.11029 -6.07364 -2.38673 -0.2634
C -2.64993 -3.50167 -0.26422 -1.5604
C -2.63781 -5.02709 -0.45151 -0.9724
C -2.08213 -5.75074 0.79020 -0.2957
C -1.54477 -7.16448 0.49061 -1.2833
C -0.00655 -7.23259 0.49640 0.1862
C 0.58904 -8.16420 1.56292 -0.8141
C 2.00761 -7.73072 1.94287 -0.8204
S 3.24498 -8.50073 0.85508 -0.1962
C 4.00669 -7.08497 0.22551 0.4592
N 4.00539 -6.70321 -1.01574 -0.2438
N 4.71522 -5.53371 -1.06722 -0.3886
C 5.09632 -5.28800 0.14270 0.0447
O 4.69043 -6.21759 1.01338 -0.2644
C -1.28611 -1.28201 -0.37891 0.8164
C -0.45237 -1.03094 0.85246 0.7304
C -0.26137 -2.03996 1.80509 -0.4712
C 0.47940 -1.70351 2.93016 -0.9016
C 1.02637 -0.43055 3.07569 -0.6216
N 0.84167 0.52966 2.17307 -0.6581
C 0.10695 0.22379 1.11025 -0.1759
S -2.95520 -0.56377 0.05966 1.0888
O -3.85165 -0.76512 -1.03368 -0.5278
O -3.33247 -0.89554 1.37813 -0.6219
F -2.56515 0.92980 0.03042 -0.1968
H 1.67597 -1.04783 -3.63335 0.4382
H 2.08644 -1.59986 -1.54580 0.4148
H -1.61621 1.30808 -2.80018 0.5287
H -0.85837 1.09371 -4.33692 0.3255
H -3.83096 1.24358 -4.59257 0.5938
H -3.11139 2.59774 -3.75907 0.5612
H -2.10942 1.69227 -6.47259 0.6044
H -1.51636 3.00850 -5.48665 0.3723
H -3.24262 -3.38783 -4.81986 0.3284
H -4.54205 -0.90823 -3.62472 0.4568
H -2.67919 -2.89133 -2.61742 0.4606
H 0.64028 -3.02795 -0.28808 0.7307
H -0.20904 -4.51126 -0.44454 -1.2792
H 0.63909 -2.88172 -2.88192 0.0984
H 1.55854 -4.11457 -2.06205 0.5668
H 0.43480 -4.99084 -4.03389 0.4683
H -1.13950 -4.74268 -3.23258 0.1663
H -2.70948 -3.32415 0.80567 0.6176
H -3.56097 -3.10095 -0.68889 0.9368
H -2.03848 -5.34511 -1.30049 0.2834
H -3.65317 -5.38568 -0.58038 0.4484
H -2.82675 -5.76019 1.58118 0.7453
H -1.24897 -5.17107 1.19011 -0.1445
H -1.90115 -7.44594 -0.49542 0.4416
H -1.92338 -7.86331 1.22726 0.4652
H 0.45017 -6.25239 0.61465 -0.2723
H 0.31261 -7.64166 -0.45496 0.3555
H -0.01929 -8.22680 2.45986 0.5022
H 0.67385 -9.15205 1.11866 0.3681
H 2.11521 -6.65409 1.87514 0.3563
H 2.22711 -8.02669 2.96266 0.4515
H 5.67708 -4.44048 0.44500 0.4468
H -0.67523 -3.02641 1.68578 0.4150
H 0.63610 -2.43502 3.70735 0.4880
H 1.62247 -0.20296 3.94667 0.4795
H -0.05512 1.02114 0.39832 0.5440
C 3.07620 7.02466 -2.22577 -0.7370
O 1.80050 7.24511 -1.65582 -0.3191
C 1.15983 8.43217 -2.11191 -0.8320
C -0.08640 8.09279 -2.89803 -0.1562
N 0.25390 7.47156 -4.17201 -0.2816
C -0.88741 6.92578 -4.89852 -1.0862
C -1.62485 5.74836 -4.27284 0.1257
O -0.85323 4.55872 -4.20290 -0.2504
C -0.04932 4.40971 -3.03793 0.1317
H 3.50094 6.14467 -1.74570 0.2367
H 3.01305 6.83897 -3.30374 0.3044
H 3.74103 7.87488 -2.04829 0.3563
H 1.84162 9.04477 -2.70724 0.4064
H 0.87325 9.00944 -1.22839 0.3953
H -0.65107 9.00940 -3.08892 0.3863
H -0.70465 7.43661 -2.26902 0.1686
H 0.91602 6.72566 -4.00279 0.0771
H -0.52385 6.60463 -5.87780 0.3740
H -1.60548 7.73131 -5.07785 0.4461
H -2.47496 5.51524 -4.92008 -0.0653
H -2.04117 5.99140 -3.28816 0.3168
H -0.50734 4.87435 -2.16112 0.3222
H 0.95394 4.81685 -3.18605 0.1229
H 0.05641 3.34485 -2.85079 -0.4076
C -1.08035 4.37363 6.40462 -0.7165
O 0.10106 4.79787 7.05411 -0.3496
C 0.27175 4.25808 8.36009 -0.7970
C 1.47878 3.34839 8.40345 -0.2094
N 1.23874 2.12786 7.64189 -0.2852
C 2.41977 1.29164 7.45903 -0.6899
C 3.56111 1.84714 6.61421 -0.5087
O 3.23302 2.01468 5.24606 -0.4044
C 2.64733 3.26252 4.90882 -0.5359
H -1.14459 4.91048 5.45980 0.2419
H -1.06510 3.29764 6.19526 0.2910
H -1.96653 4.60883 7.00145 0.3490
H -0.62712 3.73017 8.68935 0.4028
H 0.43813 5.09656 9.04186 0.3924
H 1.69145 3.08364 9.44268 0.4008
H 2.33477 3.91648 8.01461 0.1937
H 0.87801 2.38116 6.73120 0.0434
H 2.08550 0.36160 6.98960 0.3155
H 2.81264 1.02278 8.44409 0.4259
H 4.37043 1.11207 6.63910 0.3461
H 3.97444 2.77455 7.02537 0.3649
H 3.01450 4.06811 5.54820 0.3287
H 1.55581 3.22506 4.96086 0.1429
H 2.91992 3.48568 3.87748 0.2731
```

Results
Total charge: +1
Largest force on an atom (eV Å⁻¹): 2.0
HOMO-LUMO gap (hartree): 0.2505
LUMO level (eV): -3.228
Energy relative to the best compared isomer or geometry (same formula, charge and spin) (kJ/mol): 0.0

[2]
Molecular formula: C35H67Br2N9O3
Method: DFT, ωB97M-V/def2-TZVPD

```
116
Properties=species:S:1:pos:R:3:mulliken_charge:R:1
C -2.96054 5.25913 0.58093 -0.9906
N -1.88941 5.34403 1.56252 0.1378
C -1.50209 6.68927 1.92078 -0.9354
C -1.15995 4.26481 1.88908 0.1212
O -0.10383 4.32340 2.51087 -0.5980
H -2.74392 5.94715 -0.24332 0.3367
H -3.89170 5.59164 1.04225 0.3305
H -3.05898 4.27764 0.12323 0.3134
H -0.76816 6.79373 2.71444 0.2724
H -1.18709 7.23639 1.03332 0.2910
H -2.35800 7.21770 2.35878 0.3357
H -1.54878 3.32639 1.46431 0.3632
C 3.94752 -4.70740 -2.43434 -1.0029
N 2.81995 -3.87227 -2.15747 0.6182
C 2.74948 -3.33318 -0.79201 -0.9648
C 1.82715 -3.63856 -3.02933 -0.1344
O 0.85536 -2.91560 -2.94812 -0.4430
H 3.94597 -5.17640 -3.41913 0.3334
H 4.00183 -5.54812 -1.73325 0.3063
H 4.91384 -4.20207 -2.34733 0.3251
H 1.72848 -2.98731 -0.65234 -0.1558
H 3.02478 -4.11320 -0.08305 0.4990
H 3.45892 -2.51575 -0.64190 0.3829
H 1.97135 -4.26954 -3.93519 0.2505
C 3.31710 4.57142 2.06560 -0.9211
N 3.13889 3.17198 1.77111 0.2884
C 3.92181 2.65459 0.66217 -0.6133
C 2.34731 2.32642 2.49667 0.0660
O 2.35050 1.12709 2.30590 -0.6210
H 4.36478 4.78557 2.28404 0.3692
H 2.73109 4.84929 2.94283 0.2847
H 2.95989 5.22006 1.26296 0.2379
H 4.97132 2.91700 0.82981 0.3548
H 3.82504 1.57993 0.56230 0.1080
H 3.63064 3.15782 -0.26307 0.0501
H 1.73060 2.88092 3.21232 0.3475
Br -0.31677 1.64983 -0.55177 -0.1380
C -0.09956 -0.15425 0.17125 0.8428
C -1.43230 -0.84408 0.34735 -0.1677
Br -2.44366 -1.00153 -1.36217 -0.1385
H 0.45821 -0.08843 1.10378 -0.0468
H 0.52310 -0.64131 -0.57380 -0.5348
H -2.12553 -0.38129 1.04007 0.4173
H -1.24960 -1.86809 0.67397 -0.3019
C -7.75193 -1.40094 -4.36902 -1.1333
C -6.69417 -0.51065 -3.72903 -0.6223
C -5.26836 -1.07831 -3.70696 0.1490
C -5.26582 -2.47706 -3.26497 0.2042
N -5.23743 -3.58384 -2.96252 -0.4836
H -7.85583 -2.28469 -3.73527 0.3192
H -7.44815 -1.79057 -5.34365 0.2936
H -8.71167 -0.90604 -4.48868 0.3483
H -6.92228 -0.34506 -2.66972 0.2788
H -6.74654 0.50360 -4.13090 0.3660
H -4.61107 -0.45774 -3.10212 -0.0108
H -4.84624 -1.09323 -4.71695 0.2545
C -2.61538 -4.78871 -0.39219 -0.8300
C -1.26325 -5.12823 -1.02081 0.0175
C -0.24406 -5.58922 0.01244 -0.5845
C 0.08209 -4.50051 0.97371 0.0355
N 0.39592 -3.67352 1.70955 -0.1864
H -3.11711 -5.65937 0.03309 0.3824
H -3.31284 -4.40942 -1.13957 0.1065
H -2.52932 -4.01531 0.37329 0.0680
H -0.88001 -4.34465 -1.67330 -0.0197
H -1.40603 -5.99822 -1.66990 0.3703
H 0.70934 -5.85274 -0.44610 0.2760
H -0.64704 -6.39495 0.62632 0.4162
C 3.56143 -2.36993 4.70271 -1.4239
C 2.73623 -2.20979 3.44596 -0.1413
C 1.33410 -1.68940 3.77102 0.6733
C 0.43355 -2.65754 4.41941 0.0470
N -0.27293 -3.40954 4.92006 -0.5614
H 3.09810 -3.05787 5.41245 0.3145
H 3.68203 -1.38954 5.17161 0.3546
H 4.55403 -2.77144 4.49137 0.4006
H 2.65384 -3.18280 2.94905 0.1781
H 3.26879 -1.58633 2.72791 0.2339
H 0.78445 -1.53281 2.83740 -0.8022
H 1.44118 -0.79216 4.37670 0.7669
C 2.44207 5.18946 -2.83977 -1.5732
C 1.60122 4.50934 -1.76092 1.3449
C 0.15363 5.01577 -1.82905 0.3849
C 0.09734 6.44046 -1.48987 0.0852
N 0.09424 7.55383 -1.21322 -0.5525
H 2.20979 4.75680 -3.81535 0.3848
H 3.51223 5.10562 -2.64718 0.3551
H 2.26997 6.26570 -2.91714 0.4158
H 2.07432 4.75270 -0.80822 -0.4883
H 1.64349 3.42989 -1.89339 -0.3815
H -0.51734 4.52741 -1.11802 -0.4205
H -0.24751 4.87572 -2.83400 0.4680
C -4.23503 -0.97718 5.55378 -1.2673
C -2.96602 -1.61113 4.99091 -0.8137
C -2.75461 -1.42336 3.46752 0.8052
C -3.98967 -1.50633 2.71061 0.0905
N -4.92389 -1.60018 2.05095 -0.5832
H -4.36672 -1.37766 6.56304 0.3882
H -5.07810 -1.25038 4.92478 0.3561
H -4.18651 0.09450 5.75129 0.2888
H -2.91644 -2.67734 5.22669 0.4229
H -2.04663 -1.31698 5.50341 0.3885
H -2.16294 -2.25423 3.07152 -0.2058
H -2.24229 -0.47677 3.29543 0.2149
C 2.69043 0.09788 -2.76225 -0.6749
C 3.68359 -0.64332 -3.65064 0.0264
C 4.99560 0.11485 -3.73779 -0.5731
C 4.93393 1.33008 -4.57198 0.1888
N 4.90360 2.27219 -5.23073 -0.4683
H 2.55645 1.12819 -3.08721 0.4229
H 3.04519 0.06595 -1.72391 0.0935
H 1.75697 -0.46476 -2.67205 0.0664
H 3.21916 -0.75462 -4.63138 0.4202
H 3.84908 -1.61875 -3.19262 -0.1667
H 5.78452 -0.57015 -4.05579 0.3959
H 5.35419 0.52050 -2.78494 0.2294
```

Results
Largest force on an atom (eV Å⁻¹): 1.8
HOMO-LUMO gap (hartree): 0.3478
LUMO level (eV): 0.161
SMILES string: CN(C)C=O.CN(C)C=O.CN(C)C=O.BrCCBr.CCCC#N.CCCC#N.CCCC#N.CCCC#N.CCCC#N.CCCC#N
Energy relative to the best compared isomer or geometry (same formula, charge and spin) (kJ/mol): 0.0